No. 1
Computed, not measured: C5H8O in the gas phase, with ωB97M-V/def2-TZVPD.

Lowest unoccupied orbital energy   1.0 eV
Frontier orbital gap   9.70 eV
Charge   0
HOMO energy   -8.695 eV
SMILES   C=CC/C=C/O
Spin multiplicity   1

CARTESIAN COORDINATES (ANGSTROEM)
C (-2.13, 0.04, -0.51)
C (-1.17, 0.95, -0.60)
C (-0.02, 1.04, 0.39)
C (1.07, 0.08, 0.01)
C (1.32, -1.04, 0.70)
O (2.20, -2.02, 0.37)
H (-2.16, -0.68, 0.31)
H (-2.92, -0.04, -1.26)
H (2.56, -1.82, -0.50)
H (-1.15, 1.63, -1.44)
H (-0.38, 0.79, 1.39)
H (0.36, 2.06, 0.43)
H (1.61, 0.26, -0.92)
H (0.81, -1.27, 1.63)

For reference, the natural (NBO) charges in units of e are: number 1, C, carries -0.395; number 2, C, carries -0.167; number 3, C, carries -0.464; number 4, C, carries -0.304; number 5, C, carries 0.151; number 6, O, carries -0.674; number 7, H, carries 0.189; number 8, H, carries 0.201; number 9, H, carries 0.474; number 10, H, carries 0.195; number 11, H, carries 0.214; number 12, H, carries 0.214; number 13, H, carries 0.192; number 14, H, carries 0.175



No. 2
Computed, not measured: a molecular structure, C29H34BrCrN2P2, with ωB97M-V/def2-TZVPD.

Lowest unoccupied orbital energy (spin up / spin down)   -7.3 / -6.7 eV
Frontier orbital gap (spin up / spin down)   7.22 / 7.81 eV
Charge   +2
HOMO energy (spin up / spin down)   -14.517 / -14.490 eV
Spin multiplicity   2

CARTESIAN COORDINATES (ANGSTROEM)
Cr (0.10, 0.20, 0.81)
N (-1.46, -0.53, -0.40)
C (-1.91, -1.95, -0.28)
C (-0.74, -2.92, -0.43)
C (0.19, -2.93, 0.77)
N (1.02, -1.69, 0.83)
H (-2.24, 0.07, -0.14)
H (-1.32, -0.33, -1.39)
H (-2.67, -2.15, -1.03)
H (-2.38, -2.06, 0.70)
H (-0.18, -2.69, -1.34)
H (-1.14, -3.92, -0.57)
H (0.85, -3.80, 0.74)
H (-0.37, -2.98, 1.70)
H (1.73, -1.73, 0.10)
H (1.56, -1.71, 1.70)
C (0.33, 3.56, 1.28)
C (1.83, 3.25, 1.32)
P (2.11, 1.43, 1.36)
C (3.10, 0.95, -0.07)
C (4.49, 1.02, -0.16)
C (5.13, 0.58, -1.30)
C (4.40, 0.06, -2.37)
C (3.02, -0.03, -2.29)
C (2.38, 0.42, -1.14)
C (3.05, 1.07, 2.86)
C (4.16, 1.86, 3.16)
C (4.94, 1.59, 4.26)
C (4.62, 0.52, 5.09)
C (3.51, -0.27, 4.81)
C (2.73, 0.00, 3.70)
P (-0.49, 2.49, 0.05)
C (0.15, 2.99, -1.58)
C (0.76, 4.23, -1.76)
C (1.17, 4.63, -3.02)
C (0.97, 3.80, -4.11)
C (0.35, 2.57, -3.95)
C (-0.06, 2.17, -2.69)
C (-2.26, 2.86, 0.02)
C (-2.84, 3.46, -1.09)
C (-4.20, 3.77, -1.08)
C (-4.97, 3.48, 0.03)
C (-4.39, 2.88, 1.15)
C (-3.04, 2.57, 1.14)
H (0.13, 4.62, 1.10)
H (-0.13, 3.31, 2.24)
H (2.30, 3.70, 2.19)
H (2.33, 3.63, 0.43)
H (5.07, 1.41, 0.67)
H (6.21, 0.64, -1.37)
H (4.92, -0.28, -3.25)
H (2.45, -0.42, -3.12)
H (1.29, 0.38, -1.13)
H (4.42, 2.71, 2.53)
H (5.79, 2.21, 4.49)
H (5.23, 0.31, 5.96)
H (3.25, -1.09, 5.46)
H (1.84, -0.59, 3.53)
H (0.91, 4.90, -0.92)
H (1.65, 5.59, -3.15)
H (1.28, 4.12, -5.10)
H (0.17, 1.93, -4.80)
H (-0.55, 1.21, -2.59)
H (-2.25, 3.70, -1.97)
H (-4.65, 4.23, -1.95)
H (-6.02, 3.72, 0.04)
H (-4.99, 2.67, 2.02)
H (-2.60, 2.11, 2.02)
Br (-0.84, 0.15, 2.89)

For reference, the natural (NBO) charges in units of e are: number 1, Cr, carries 0.664; number 2, N, carries -0.840; number 3, C, carries -0.218; number 4, C, carries -0.433; number 5, C, carries -0.218; number 6, N, carries -0.832; number 7, H, carries 0.395; number 8, H, carries 0.396; number 9, H, carries 0.226; number 10, H, carries 0.215; number 11, H, carries 0.206; number 12, H, carries 0.262; number 13, H, carries 0.228; number 14, H, carries 0.213; number 15, H, carries 0.408; number 16, H, carries 0.393; number 17, C, carries -0.712; number 18, C, carries -0.720; number 19, P, carries 1.020; number 20, C, carries -0.409; number 21, C, carries -0.110; number 22, C, carries -0.191; number 23, C, carries -0.159; number 24, C, carries -0.197; number 25, C, carries -0.198; number 26, C, carries -0.311; number 27, C, carries -0.206; number 28, C, carries -0.189; number 29, C, carries -0.156; number 30, C, carries -0.180; number 31, C, carries -0.224; number 32, P, carries 1.016; number 33, C, carries -0.387; number 34, C, carries -0.212; number 35, C, carries -0.130; number 36, C, carries -0.182; number 37, C, carries -0.186; number 38, C, carries -0.198; number 39, C, carries -0.337; number 40, C, carries -0.213; number 41, C, carries -0.179; number 42, C, carries -0.160; number 43, C, carries -0.193; number 44, C, carries -0.227; number 45, H, carries 0.269; number 46, H, carries 0.260; number 47, H, carries 0.277; number 48, H, carries 0.260; number 49, H, carries 0.227; number 50, H, carries 0.244; number 51, H, carries 0.244; number 52, H, carries 0.233; number 53, H, carries 0.153; number 54, H, carries 0.217; number 55, H, carries 0.241; number 56, H, carries 0.242; number 57, H, carries 0.237; number 58, H, carries 0.201; number 59, H, carries 0.221; number 60, H, carries 0.233; number 61, H, carries 0.242; number 62, H, carries 0.236; number 63, H, carries 0.188; number 64, H, carries 0.232; number 65, H, carries 0.239; number 66, H, carries 0.241; number 67, H, carries 0.239; number 68, H, carries 0.222; number 69, Br, carries -0.128



Energy relative to the best compared isomer or geometry (same formula, charge and spin) (kcal/mol)
35.9; 0.0
E_tot (eV)
-7360.697; -150634.438